No. 1
A structure of composition ClH10O5Zn at a distorted geometry, computed with wB97M-V/def2-TZVPD.

E: -2621.58098 a.u.
energy above the lowest of the compared OMol25 structures with the same formula, charge and spin: 0.0 kcal/mol
orbital gap: 8.9 eV
charge: +1
max |F|: 0.024 Eh/bohr

XYZ file:
```
17
Properties=species:S:1:pos:R:3:mulliken_charge:R:1
Zn -0.0579 0.2825 -0.2188 0.6353
Cl -0.3800 2.0651 -1.5941 -0.4757
O 0.1893 -1.3923 1.1116 -0.4437
H 0.8756 -2.0685 1.1327 0.2921
H -0.4793 -1.6508 1.7561 0.2976
O -1.7844 0.7506 0.9782 -0.3864
H -1.7842 1.4695 1.6209 0.2904
H -2.6836 0.4069 0.9463 0.2774
O 1.1429 1.4427 1.0958 -0.4616
H 1.6731 1.0121 1.7773 0.3171
H 1.5670 2.2850 0.8868 0.3256
O 1.6876 -0.3346 -1.2497 -0.3649
H 2.5261 0.0288 -0.9432 0.2878
H 1.8713 -0.7833 -2.0822 0.2798
O -1.1882 -1.0254 -1.5044 -0.4614
H -1.9555 -0.5627 -1.8680 0.3182
H -1.2198 -1.9256 -1.8451 0.2723
```

---

No. 2
A structure of composition ClH14O11 at a distorted geometry, computed with wB97M-V/def2-TZVPD.

E: -1295.89602 a.u.
energy above the lowest of the compared OMol25 structures with the same formula, charge and spin: 114.7 kcal/mol
orbital gap: 10.2 eV
charge: -1
max |F|: 0.134 Eh/bohr

XYZ file:
```
26
Properties=species:S:1:pos:R:3:mulliken_charge:R:1
Cl 15.2609 0.8582 29.1670 1.7182
O 15.5338 1.1281 27.8006 -0.7852
O 15.8188 1.7940 30.0777 -0.8633
O 13.8299 0.8908 29.4188 -0.7384
O 15.6489 -0.5335 29.4596 -0.7447
O 14.6809 -0.3457 31.7347 -0.6695
H 15.1858 0.0984 31.0534 0.4454
H 13.8851 -0.6389 31.2909 0.2925
O 16.5019 -1.2235 27.3669 -0.7243
H 15.6376 -1.2896 26.9608 0.3124
H 16.3532 -0.7192 28.1668 0.2969
O 16.9344 2.7744 31.5065 -0.8050
H 16.9005 3.6589 31.1419 0.2375
H 16.3868 2.2521 30.9203 0.6885
O 13.8059 3.4480 28.8469 -0.6612
H 14.1569 2.7442 29.3925 0.3738
H 13.0566 3.0542 28.4000 0.3002
O 13.0839 -0.5928 27.4159 -0.6621
H 12.2089 -0.7931 27.7484 0.2846
H 13.4483 0.0208 28.0538 0.5129
O 18.5030 0.5939 27.5921 -0.6418
H 17.5498 0.6383 27.5173 0.4292
H 18.8149 1.3891 27.1601 0.2892
O 15.3121 2.9307 26.4882 -0.6486
H 15.7027 2.5965 27.2957 0.4631
H 15.1746 2.1524 25.9481 0.2995
```

---

No. 3
A structure of composition ClH14O7 at a distorted geometry, computed with wB97M-V/def2-TZVPD.

E: -995.19713 a.u.
energy above the lowest of the compared OMol25 structures with the same formula, charge and spin: 134.8 kcal/mol
orbital gap: 10.0 eV
charge: -1
max |F|: 0.126 Eh/bohr

XYZ file:
```
22
Properties=species:S:1:pos:R:3:mulliken_charge:R:1
Cl 0.0268 -0.1521 -0.0842 -1.2728
O -0.4782 -0.0718 2.4307 -0.6829
H -0.4224 -0.1139 1.4760 0.5588
H -0.3582 0.8550 2.6375 0.2759
O 1.9448 -0.7565 2.0571 -0.5771
H 2.5980 -0.0878 2.2632 0.2794
H 1.3799 -0.3464 1.4022 0.2292
O -2.0199 -0.8456 -1.2308 -0.7074
H -1.2206 -0.6740 -0.7329 0.6778
H -1.8720 -1.7007 -1.6348 0.4452
O 2.6669 0.8099 -0.2120 -0.6650
H 2.4468 1.3271 0.5628 0.2725
H 1.8890 0.2757 -0.3729 0.3741
O -1.6662 1.8318 0.1196 -0.6937
H -2.4117 1.6895 -0.4636 0.3276
H -1.0959 1.0780 -0.0315 0.0787
O 0.1157 1.5841 -1.8532 -0.6707
H 0.0387 0.9798 -1.1149 0.5656
H -0.7737 1.6535 -2.2002 0.3686
O -0.0507 -2.6562 -1.2573 -0.7497
H -0.0212 -1.7099 -1.1161 0.2453
H -0.7159 -2.9696 -0.6446 0.3208
```

---

No. 4
A cluster of 10 separate species, ClH18O13 in total at a distorted geometry, computed with wB97M-V/def2-TZVPD.

E: -1448.91904 a.u.
energy above the lowest of the compared OMol25 structures with the same formula, charge and spin: 35.9 kcal/mol
orbital gap: 9.8 eV
charge: -1
max |F|: 0.076 Eh/bohr

XYZ file:
```
32
Properties=species:S:1:pos:R:3:mulliken_charge:R:1
Cl -1.1175 0.4055 -0.0430 1.3589
O -1.1065 1.8345 -0.5620 -0.8684
O 0.2005 -0.2485 -0.2830 -0.3129
O -1.2885 0.4505 1.4260 -0.6076
O -2.1875 -0.4155 -0.7270 -0.7553
O 2.6025 1.5785 -1.1260 -0.6143
H 1.9495 0.9955 -1.4520 0.2840
H 3.2795 1.1845 -0.6100 0.3006
O -0.2185 1.0625 -2.9840 -0.6815
H 0.2905 0.2505 -2.9050 0.3085
H -0.7835 0.9735 -2.2340 0.4018
O -1.0185 -2.2505 -2.7010 -0.6427
H -1.3855 -1.6895 -2.0090 0.4194
H -0.9515 -3.1215 -2.2930 0.2822
O 0.0235 3.9925 -1.6750 -0.6578
H -0.2575 3.0825 -1.4460 0.5445
H -0.0095 4.4435 -0.8450 0.2796
O -1.1965 -2.5445 0.8610 -0.6202
H -1.8475 -3.2165 1.0250 0.2406
H -1.7665 -1.9205 0.3750 0.3264
O -0.1195 -1.5825 3.1870 -0.7055
H 0.6075 -1.0665 2.9010 0.4950
H -0.6735 -1.5865 2.4190 0.2922
O 1.3845 -2.8065 -0.0830 -0.6067
H 1.5845 -3.1305 -0.9340 0.2948
H 0.4265 -2.6345 0.0180 0.3523
O 1.7015 -0.0215 1.7940 -0.7461
H 1.6145 0.9115 1.7850 0.2858
H 1.1205 -0.3085 1.0100 0.3538
O -0.3415 2.5975 3.0620 -0.6222
H 0.4635 2.6085 2.5480 0.2865
H -0.9795 2.1725 2.5020 0.3343
```

---

> Number 2 is which compound?

ClH14O11

---

> Which of these has the highest orbital gap?

ClH14O11

---

> The lowest E belongs to which entry?

ClH10O5Zn